Entry w
Computed, not measured: the molecule C3H5NOS2, with ωB97M-V with the def2-TZVPD basis set.

The SMILES is C=NOCC(=S)S.

Structure (ORCA input):
```
! wB97M-V def2-TZVPD RIJCOSX def2/J DEFGRID3
* xyz 0 1
N 1.16157 -0.13984 -0.83940
C -1.91406 0.23451 0.00979
H 2.91135 -0.15691 0.74535
H -0.45082 1.79032 0.79517
O 0.42748 -0.16201 0.44060
C -0.81892 -0.68192 0.43522
S -1.56162 1.88785 -0.17357
H 3.07445 0.21481 -1.43182
S -3.33347 -0.56867 -0.46102
H -1.06563 -1.05346 1.33352
C 2.47526 0.08380 -0.46928
H -0.90560 -1.44848 -0.38456
*
```


Entry x
Computed, not measured: a structure of composition C3H5NOS2, with ωB97M-V with the def2-TZVPD basis set.

Structure (ORCA input):
```
! wB97M-V def2-TZVPD RIJCOSX def2/J DEFGRID3
* xyz 0 1
O 0.36678 -0.33962 -0.98178
H 1.36805 -2.64408 -0.62991
S 2.31687 1.22296 -0.01029
C -1.04417 0.40713 0.75306
H -1.94298 0.72476 1.24158
S 2.23550 -1.76480 0.11827
H -0.27389 1.56341 -0.84321
C -0.72414 0.57633 -0.77878
N -0.10434 0.03474 1.44901
H 1.52055 2.10358 0.66907
H -1.56274 0.40143 -1.32390
C 1.22019 -0.28758 0.04248
*
```


Here is how they stack up, most stable first: entry x, entry w.